104
Properties=species:S:1:pos:R:3:mulliken_charge:R:1 method="wB97M-V/def2-TZVPD" lumo_ev="0.39 / -0.05" orbital_gap_ev="5.96 / 7.79" fmax_ev_per_a=0.5 multiplicity=6
Mn -0.03752 -0.71206 0.19476 -0.124
O -0.06844 -1.02409 2.33478 -0.642
C 0.05343 0.17446 1.99043 -0.398
C 0.16983 1.47079 2.46566 0.589
C 0.35853 1.86836 3.82603 -0.839
C 0.62221 3.18180 4.10986 -0.489
C 0.70103 4.16332 3.10171 -0.955
C 0.47494 3.80337 1.77425 -0.237
C 0.19466 2.48989 1.45292 0.795
P -0.20877 1.80080 -0.15259 1.771
C 0.78171 2.66523 -1.41185 -0.216
C 0.34223 3.81962 -2.05754 -0.418
C 1.16303 4.45973 -2.97658 -0.757
C 2.42729 3.95609 -3.25370 -0.664
C 2.87153 2.80512 -2.61784 -0.675
C 2.04616 2.16299 -1.70758 0.325
C -1.93730 2.19974 -0.52043 0.462
C -2.74852 2.90236 0.35945 -0.693
C -4.09506 3.08257 0.06407 -0.963
C -4.63015 2.56366 -1.10406 -0.331
C -3.82184 1.85441 -1.98699 -0.690
C -2.48109 1.66912 -1.69423 -0.200
H 0.32325 1.12368 4.60950 0.527
H 0.78409 3.47352 5.14032 0.402
H 0.91789 5.19007 3.35996 0.439
H 0.50883 4.55313 0.99135 0.459
H -0.64816 4.20796 -1.84648 0.466
H 0.81474 5.35353 -3.47714 0.419
H 3.06389 4.45717 -3.97095 0.401
H 3.85269 2.39927 -2.83129 0.394
H 2.39057 1.25799 -1.22483 -0.035
H -2.33175 3.29635 1.27699 0.428
H -4.72735 3.62581 0.75459 0.400
H -5.68055 2.69617 -1.32386 0.398
H -4.24254 1.42279 -2.88560 0.352
H -1.85438 1.09114 -2.36494 0.400
C 2.85215 -1.70040 -2.77907 -1.581
C 4.07277 -0.93013 -2.34143 0.631
C 5.00334 -0.51168 -3.28946 -0.771
C 6.14020 0.19223 -2.92283 -0.821
C 6.37076 0.48491 -1.58617 -0.897
C 5.45590 0.06897 -0.62865 -0.764
C 4.30682 -0.62988 -0.99177 1.181
Sb 2.84126 -1.24356 0.44446 1.005
C 3.41709 -3.26783 0.77579 0.698
C 2.38566 -4.19430 0.61793 -0.871
C 2.61976 -5.55125 0.78466 -0.817
C 3.89621 -5.98298 1.10799 -0.651
C 4.92498 -5.06585 1.26087 -0.732
C 4.71251 -3.70028 1.09661 0.751
C 5.86175 -2.74057 1.25713 -1.195
C 3.42014 -0.08856 2.14313 0.880
C 3.66900 1.26195 1.89759 -0.465
C 3.97874 2.13117 2.93071 -1.023
C 4.02986 1.64738 4.22943 -0.791
C 3.73095 0.31828 4.48209 -0.658
C 3.40551 -0.56708 3.45373 0.902
C 3.02202 -1.98515 3.79019 -1.496
H 2.80772 -1.77785 -3.86395 0.511
H 1.93005 -1.21990 -2.44103 0.220
H 2.86049 -2.71422 -2.37076 0.198
H 4.82883 -0.74197 -4.33378 0.397
H 6.84623 0.50795 -3.67972 0.399
H 7.25874 1.02559 -1.28667 0.474
H 5.64921 0.28327 0.41413 0.422
H 1.38358 -3.84633 0.37025 0.356
H 1.81198 -6.26065 0.66704 0.452
H 4.09315 -7.03835 1.24435 0.385
H 5.91792 -5.41592 1.51669 0.423
H 6.68174 -3.20143 1.80684 0.482
H 5.55782 -1.83960 1.79345 0.071
H 6.24246 -2.42794 0.28355 0.327
H 3.61043 1.65446 0.88802 0.353
H 4.15635 3.17757 2.72086 0.478
H 4.26860 2.31133 5.05006 0.404
H 3.72790 -0.04607 5.50273 0.422
H 3.83215 -2.68619 3.57871 0.222
H 2.14719 -2.30790 3.21909 0.202
H 2.77337 -2.06714 4.84742 0.497
C -8.28361 -1.80565 0.19883 -1.702
C -7.85798 -0.93013 -0.98822 2.186
C -7.99934 0.54928 -0.60442 -1.556
C -8.80898 -1.21076 -2.15228 -2.236
C -6.39866 -1.22709 -1.34015 0.388
C -6.01189 -1.68099 -2.59987 -0.122
C -4.67853 -1.94938 -2.92406 -1.856
C -3.74032 -1.74689 -1.94330 1.123
O -2.37910 -1.88643 -1.99593 -0.511
B -1.88070 -1.48678 -0.74371 0.336
O -2.99015 -1.15025 0.08639 -0.716
C -4.10944 -1.29811 -0.68311 -0.103
C -5.41625 -1.03397 -0.35885 -0.478
H -9.32533 -1.60931 0.46046 0.468
H -7.67168 -1.61136 1.07998 0.312
H -8.18481 -2.86256 -0.05360 0.379
H -9.02969 0.76921 -0.31722 0.483
H -7.73720 1.18638 -1.45118 0.290
H -7.35023 0.81296 0.23132 0.304
H -9.83054 -0.97896 -1.84717 0.445
H -8.77882 -2.26035 -2.44925 0.438
H -8.57258 -0.59650 -3.02263 0.432
H -6.75762 -1.83687 -3.36523 0.467
H -4.39748 -2.29924 -3.90799 0.414
H -5.66150 -0.67616 0.63280 0.499


69
Properties=species:S:1:pos:R:3:mulliken_charge:R:1 method="wB97M-V/def2-TZVPD" lumo_ev=0.61 e_above_lowest_kj_mol=0.0 orbital_gap_ev=9.42 fmax_ev_per_a=1.0 smiles="CCOC(CNC(=O)CN1C(=O)COc2ccc(S(=O)(=O)N3C[C@@H](C)C[C@H](C)C3)cc21)OCC"
C -5.61423 -1.39142 -1.20610 -0.808
C -5.98531 0.06552 -1.45579 -0.306
O -5.17770 0.98458 -0.73436 -0.432
C -4.00544 1.39078 -1.35569 -0.289
C -3.45236 2.56577 -0.51592 -1.153
N -2.95182 2.06864 0.73814 -0.074
C -1.63509 1.91888 0.95164 0.623
O -0.76368 2.42391 0.27225 -0.653
C -1.31649 1.02625 2.15687 -1.319
N -1.68165 -0.35094 1.87794 0.212
C -2.89709 -0.79790 2.28614 0.662
O -3.70033 -0.08506 2.85342 -0.690
C -3.18560 -2.24935 1.94656 -0.377
O -2.04511 -3.08225 1.92560 -0.536
C -1.00133 -2.56436 1.21870 0.601
C -0.10803 -3.42460 0.59536 -1.049
C 0.93189 -2.90879 -0.15965 -0.377
C 1.05244 -1.54101 -0.29995 -0.012
S 2.31877 -0.86431 -1.37981 1.382
O 2.95039 -1.95838 -2.05791 -0.800
O 1.72696 0.17844 -2.16407 -0.663
N 3.45017 -0.17276 -0.39319 0.304
C 3.10104 1.05070 0.28395 -1.112
C 4.37432 1.83467 0.61211 0.630
C 4.03182 3.11384 1.36832 -1.796
C 5.31190 0.94105 1.42796 -1.239
C 5.59009 -0.39584 0.72971 0.489
C 6.42457 -0.22843 -0.53711 -1.604
C 4.25527 -1.07096 0.39531 -1.074
C 0.20049 -0.66686 0.34865 -0.804
C -0.82333 -1.17445 1.13710 0.254
O -3.10880 0.31345 -1.42473 0.321
C -1.98802 0.49273 -2.28307 -0.100
C -1.48026 -0.87407 -2.71652 -1.349
H -6.27013 -2.03904 -1.78227 0.441
H -4.58319 -1.56857 -1.49974 0.045
H -5.72942 -1.62039 -0.14944 0.215
H -7.00446 0.25669 -1.10739 0.340
H -5.92868 0.29381 -2.52859 0.300
H -4.21775 1.75483 -2.38697 0.487
H -2.62503 3.04957 -1.03795 0.477
H -4.26290 3.27695 -0.34595 0.422
H -3.61254 1.55417 1.30656 0.325
H -0.25002 1.08117 2.38236 0.431
H -1.90236 1.34777 3.02224 0.538
H -3.86559 -2.66527 2.69232 0.317
H -3.68292 -2.26371 0.96322 0.163
H -0.25462 -4.48700 0.70325 0.490
H 1.62767 -3.54851 -0.67698 0.623
H 2.45348 1.61837 -0.38460 0.566
H 2.55791 0.83590 1.21934 0.260
H 4.86218 2.09868 -0.32895 0.350
H 3.35048 3.72798 0.78531 0.424
H 4.93245 3.68891 1.56941 0.442
H 3.55472 2.88117 2.31837 0.351
H 6.25327 1.46315 1.60943 0.429
H 4.85014 0.74224 2.39944 0.323
H 6.13482 -1.04244 1.42701 0.384
H 5.83687 0.25253 -1.31322 0.286
H 6.73873 -1.20072 -0.90844 0.419
H 7.31123 0.36881 -0.33697 0.420
H 4.41187 -1.96646 -0.20633 0.614
H 3.73060 -1.34976 1.32459 0.344
H 0.32178 0.39139 0.19482 0.417
H -2.29081 1.08159 -3.15981 0.458
H -1.19423 1.03806 -1.76018 0.121
H -1.38574 -1.52254 -1.84952 0.087
H -2.16528 -1.33488 -3.42412 0.433
H -0.50096 -0.76193 -3.17210 0.391


44
Properties=species:S:1:pos:R:3:mulliken_charge:R:1 method="wB97M-V/def2-TZVPD" lumo_ev=2.35 e_above_lowest_kj_mol=0.0 charge=-1 orbital_gap_ev=10.49 fmax_ev_per_a=2.6
Be 0.30798 -0.09496 -0.71309 1.498
B 2.01682 -2.02377 -2.19947 0.353
F 0.60991 -2.16937 -1.98800 -0.307
F 2.32517 -1.99518 -3.53604 -0.335
F 2.38704 -0.83616 -1.55416 -0.199
F 2.61009 -3.16238 -1.56701 -0.404
B -0.19972 0.47143 -3.44197 0.215
F 0.25151 -0.35558 -4.44821 -0.346
F 0.93049 0.96659 -2.73163 -0.248
F -1.00700 1.51221 -3.90669 -0.388
F -0.91080 -0.25792 -2.43539 -0.086
C 1.26491 3.64389 1.08350 0.649
F 2.36901 4.37744 1.20158 -0.236
F 0.43680 3.94919 2.06958 -0.217
F 0.66694 3.97301 -0.06245 -0.228
S 1.82722 1.84191 0.95682 0.764
O 2.11567 1.67913 -0.43545 -0.464
O 2.90750 1.75268 1.88154 -0.608
N 0.48640 0.88004 1.23704 -0.109
S 0.45126 0.62228 2.82932 0.838
O 1.16596 -0.55163 3.24089 -0.617
O 0.71406 1.77275 3.64772 -0.584
C -1.39635 0.32524 3.12534 0.596
F -2.06330 1.44632 2.88391 -0.229
F -1.85328 -0.67834 2.39173 -0.190
F -1.54203 0.01834 4.41317 -0.228
C -2.59618 4.07593 -1.43715 -1.161
C -1.72459 2.92366 -1.31464 0.407
N -1.00894 2.04404 -1.21346 -0.071
H -2.90992 4.29411 -2.45573 0.308
H -2.20997 5.02449 -1.06794 0.310
H -3.45948 3.82226 -0.81673 0.286
C -3.26682 -3.56839 -0.13345 -1.111
C -2.44796 -2.36911 -0.23776 0.466
N -1.79894 -1.45487 -0.45796 -0.290
H -3.16015 -4.18414 -1.02073 0.304
H -4.30236 -3.23383 -0.03934 0.326
H -3.05110 -4.10401 0.78860 0.294
C 2.89896 -3.67010 1.37992 -1.134
C 1.78204 -2.81612 1.01902 0.425
N 0.88991 -2.18556 0.69101 -0.185
H 2.64133 -4.69742 1.12231 0.297
H 3.06593 -3.57891 2.45165 0.355
H 3.78597 -3.42921 0.79982 0.283


53
Properties=species:S:1:pos:R:3:mulliken_charge:R:1 method="wB97M-V/def2-TZVPD" lumo_ev=0.48 e_above_lowest_kj_mol=187.4 orbital_gap_ev=8.85 fmax_ev_per_a=0.3
O 1.34594 0.69555 -3.22965 -0.718
C 1.75178 -0.45651 -3.30181 0.878
C 3.17073 -0.84321 -3.15546 -0.899
C 4.16138 0.03519 -3.00239 0.476
C 5.61307 -0.34619 -2.85719 -0.809
C 6.34302 0.82310 -3.51943 -0.612
C 5.53011 2.03950 -3.06633 -0.663
C 4.07085 1.54395 -3.00333 -0.512
N 0.90501 -1.50408 -3.53826 -0.136
C -0.52907 -1.30866 -3.50840 -1.204
C -1.08146 -1.50596 -2.12787 1.111
C -2.53649 -1.21715 -1.71346 -0.914
C -1.90093 -1.38638 -0.31627 0.021
N -2.60497 -0.94290 0.85669 -0.081
C -1.95791 -0.82599 2.04890 0.539
O -0.90742 -1.39406 2.29788 -0.720
C -2.62730 -0.00275 3.08198 0.452
C -3.78166 0.73034 3.09951 -0.926
C -3.87360 1.29542 4.40873 0.521
C -4.78949 2.12244 5.06188 0.441
F -5.87493 2.53613 4.37779 -0.315
C -4.60508 2.51207 6.35844 -0.813
C -3.46090 2.06728 7.05241 -0.233
C -2.52310 1.25259 6.46487 -1.141
C -2.74475 0.87241 5.13601 0.083
N -2.00260 0.08657 4.29997 0.050
C -1.47509 -2.85408 -0.38168 -0.780
O -0.90021 -2.87458 -1.70495 -0.535
C -0.63263 -0.70191 -0.89449 -0.642
H 3.40171 -1.90361 -3.17393 0.268
H 5.86084 -0.36372 -1.78916 0.264
H 5.84040 -1.32808 -3.27031 0.369
H 7.39573 0.88516 -3.24478 0.346
H 6.28775 0.71846 -4.60642 0.281
H 5.86680 2.36764 -2.08094 0.285
H 5.64957 2.88536 -3.74253 0.313
H 3.45465 1.88644 -3.83263 0.324
H 3.55470 1.88567 -2.10472 0.307
H 1.25099 -2.43623 -3.38660 0.266
H -0.72540 -0.29054 -3.83929 0.378
H -1.00658 -2.00874 -4.19594 0.390
H -2.83018 -0.18699 -1.91237 0.390
H -3.29725 -1.93458 -2.01967 0.333
H -3.36616 -0.30263 0.69805 0.279
H -4.48937 0.85820 2.29767 0.462
H -5.33464 3.15323 6.83206 0.448
H -3.32358 2.38148 8.07846 0.371
H -1.64923 0.91815 7.00733 0.402
H -1.14137 -0.39440 4.49927 0.213
H -0.73037 -3.11343 0.36828 0.371
H -2.32462 -3.53814 -0.32385 0.346
H 0.32776 -0.95759 -0.45250 0.340
H -0.75444 0.37072 -1.02957 0.333